Below is a structure of composition C62H52N6O2P2PdS, with properties calculated with ωB97M-V/def2-TZVPD.

CARTESIAN COORDINATES (ANGSTROEM)
Pd: -0.07 -0.45 0.17
N: 4.02 1.44 0.18
C: 4.72 0.26 0.26
C: 6.08 0.02 0.35
C: 6.47 -1.30 0.37
C: 5.52 -2.33 0.29
C: 4.17 -2.08 0.21
C: 3.74 -0.75 0.18
N: 2.48 -0.16 0.07
C: 2.71 1.14 0.07
C: 1.72 2.18 -0.10
C: 1.97 3.52 -0.02
S: 0.58 4.41 -0.45
C: -0.25 2.95 -0.71
N: 0.43 1.86 -0.48
H: 4.41 2.37 0.25
H: 6.79 0.83 0.39
H: 7.52 -1.55 0.43
H: 5.86 -3.35 0.30
H: 3.48 -2.90 0.14
H: 2.87 4.03 0.27
H: -1.27 2.97 -1.06
C: -5.20 -4.35 -2.51
C: -5.02 -4.38 -0.98
C: -6.05 -5.33 -0.37
C: -5.20 -2.96 -0.46
C: -6.43 -2.39 -0.19
C: -6.55 -1.06 0.19
C: -5.43 -0.26 0.34
C: -4.17 -0.82 0.12
P: -2.60 0.10 0.29
C: -2.91 1.10 1.78
C: -3.78 0.66 2.78
C: -3.89 1.36 3.98
C: -3.13 2.50 4.19
C: -2.26 2.95 3.20
C: -2.15 2.25 2.02
C: -2.78 1.19 -1.15
C: -2.06 0.87 -2.30
C: -2.17 1.66 -3.44
C: -2.99 2.77 -3.43
C: -3.73 3.09 -2.29
C: -3.63 2.30 -1.15
C: -4.09 -2.13 -0.32
O: -2.82 -2.55 -0.59
C: -2.58 -3.89 -0.55
C: -1.25 -4.23 -0.32
C: -0.92 -5.58 -0.25
C: -1.90 -6.54 -0.39
C: -3.22 -6.17 -0.59
C: -3.60 -4.83 -0.68
P: -0.06 -2.90 0.10
C: 0.43 -3.50 1.75
C: 1.70 -3.20 2.24
C: 2.08 -3.65 3.49
C: 1.17 -4.31 4.30
C: -0.11 -4.57 3.84
C: -0.48 -4.18 2.56
C: 1.31 -3.27 -1.05
C: 1.53 -2.36 -2.08
C: 2.46 -2.63 -3.07
C: 3.17 -3.82 -3.03
C: 2.97 -4.73 -2.00
C: 2.05 -4.44 -1.00
H: -6.21 -4.02 -2.77
H: -5.05 -5.35 -2.93
H: -4.49 -3.67 -2.98
H: -7.06 -5.01 -0.60
H: -5.94 -5.39 0.72
H: -5.94 -6.33 -0.78
H: -7.33 -2.98 -0.28
H: -7.53 -0.64 0.37
H: -5.53 0.77 0.65
H: -4.36 -0.23 2.64
H: -4.57 1.02 4.74
H: -3.20 3.03 5.13
H: -1.67 3.85 3.36
H: -1.45 2.59 1.26
H: -1.41 0.00 -2.29
H: -1.60 1.41 -4.33
H: -3.06 3.40 -4.30
H: -4.38 3.95 -2.29
H: -4.18 2.56 -0.26
H: 0.10 -5.89 -0.05
H: -1.64 -7.59 -0.33
H: -3.97 -6.94 -0.68
H: 2.40 -2.63 1.63
H: 3.09 -3.48 3.83
H: 1.46 -4.64 5.29
H: -0.82 -5.09 4.46
H: -1.46 -4.42 2.19
H: 0.97 -1.43 -2.11
H: 2.64 -1.92 -3.87
H: 3.90 -4.04 -3.80
H: 3.52 -5.65 -1.97
H: 1.97 -5.11 -0.16
C: 6.87 -1.83 9.50
C: 6.33 -1.00 8.37
C: 6.96 0.15 7.94
C: 6.50 0.86 6.84
C: 5.37 0.44 6.14
N: 5.03 1.14 4.96
C: 3.91 1.12 4.18
O: 3.93 1.41 3.00
N: 2.74 0.83 4.87
C: 1.53 0.43 4.32
C: 0.49 0.03 5.16
C: -0.67 -0.48 4.59
C: -0.77 -0.58 3.22
N: 0.19 -0.11 2.42
C: 1.31 0.37 2.94
C: 4.70 -0.70 6.60
C: 5.17 -1.39 7.70
H: 7.70 -1.34 10.00
H: 7.24 -2.79 9.11
H: 6.10 -2.06 10.24
H: 7.84 0.51 8.46
H: 7.02 1.76 6.52
H: 5.81 1.59 4.50
H: 2.80 0.83 5.87
H: 0.60 0.10 6.23
H: -1.49 -0.81 5.21
H: -1.62 -1.04 2.75
H: 2.06 0.76 2.28
H: 3.83 -1.07 6.08
H: 4.64 -2.28 8.03

LUMO energy (spin up / spin down)   -4.32 / -6.63 eV
Net charge   +2
E_HOMO (spin up / spin down)   -12.059 / -12.060 eV
Energy   -4081.28088 a.u.
Multiplicity   3

Mulliken population analysis, charges in e, atoms 1 to 4:
1. Pd 0.344
2. N 0.311
3. C 0.030
4. C -1.472